No. 1
This record from the OMol25 dataset describes a gas-phase ion, C5H12N (charge +1). The level of theory is wB97M-V/def2-TZVPD.

Last column: Mulliken charge in e.
Geometry (Å):
C  -2.139  0.305  0.731  -1.275
C  -1.837  -0.635  -0.444  -0.366
C  -0.474  -0.272  -1.191  -0.765
C  0.501  0.335  -0.250  -0.168
C  1.792  0.062  -0.346  -0.367
N  2.754  0.318  0.773  -0.291
H  -3.172  0.168  0.904  0.390
H  -1.662  -0.041  1.643  0.348
H  -1.977  1.344  0.457  0.355
H  -1.546  -1.610  -0.074  0.255
H  -2.654  -0.684  -1.150  0.372
H  -0.085  -1.191  -1.621  0.337
H  -0.734  0.341  -2.057  0.305
H  0.179  0.988  0.555  0.378
H  2.218  -0.537  -1.138  0.382
H  3.547  -0.321  0.757  0.367
H  3.087  1.274  0.837  0.361
H  2.205  0.155  1.615  0.383

Results
HOMO in Eh: -0.52696
Orbital gap in eV: 10.5
Structure (SMILES): CCC/C=C/[NH3+]
Net charge: +1

---

No. 2
This record from the OMol25 dataset describes a molecular structure, C27H67N5O15S. The level of theory is wB97M-V/def2-TZVPD.

Last column: Mulliken charge in e.
Geometry (Å):
C  5.547  -1.851  0.347  -1.397
C  5.533  -0.912  -0.894  -1.294
C  4.609  0.271  -0.753  0.957
C  3.532  0.523  -1.670  0.367
C  3.366  -0.422  -2.838  -1.562
C  2.405  -1.573  -2.619  0.787
C  2.858  -2.839  -1.973  -0.912
N  1.206  -1.515  -3.015  -0.721
C  2.729  1.618  -1.518  -0.668
O  1.721  1.908  -2.379  -0.698
C  0.471  2.279  -1.771  -1.018
C  -0.234  1.158  -1.050  -0.159
N  -1.537  1.634  -0.606  0.082
C  -2.277  0.590  0.094  -1.159
C  -2.797  -0.531  -0.796  0.689
C  -4.299  -0.410  -1.055  -1.546
O  -2.559  -1.797  -0.160  -0.566
C  3.019  2.522  -0.458  1.198
N  2.388  3.658  -0.199  -0.515
S  3.079  4.322  1.065  0.059
N  4.223  3.227  1.366  -0.751
C  4.087  2.290  0.453  1.301
C  4.859  1.128  0.259  -0.039
O  5.960  0.917  1.088  -0.380
N  5.552  0.791  2.439  0.121
O  6.473  0.638  3.133  -0.357
H  6.526  -1.839  0.795  0.288
H  4.885  -1.434  1.087  0.264
H  5.246  -2.855  0.104  0.565
H  5.306  -1.521  -1.747  0.440
H  6.527  -0.508  -1.015  0.568
H  3.010  0.124  -3.699  0.512
H  4.322  -0.830  -3.129  0.756
H  2.070  -3.203  -1.336  0.364
H  3.797  -2.758  -1.452  -0.013
H  2.969  -3.575  -2.760  0.304
H  1.071  -0.620  -3.485  0.131
H  0.582  3.132  -1.115  0.316
H  -0.168  2.599  -2.576  0.374
H  -0.426  0.385  -1.765  0.043
H  0.358  0.770  -0.217  0.366
H  -1.418  2.389  0.060  0.262
H  -1.706  0.132  0.904  0.161
H  -3.137  1.041  0.570  0.735
H  -2.284  -0.591  -1.745  0.292
H  -4.636  0.604  -0.899  0.391
H  -4.498  -0.709  -2.076  0.328
H  -4.833  -1.104  -0.428  0.388
H  -3.238  -1.873  0.516  0.244
C  -7.801  -1.663  0.588  -0.661
O  -6.444  -1.581  1.022  -0.361
H  -8.020  -0.770  0.009  0.138
H  -7.950  -2.544  -0.040  0.318
H  -8.473  -1.707  1.449  0.314
H  -6.249  -2.374  1.531  0.227
C  9.066  -1.408  4.343  -0.569
O  7.938  -2.010  4.978  -0.418
H  9.826  -2.175  4.220  0.256
H  8.788  -1.020  3.361  0.156
H  9.475  -0.597  4.951  0.288
H  7.271  -1.324  5.078  0.288
C  -7.622  2.242  0.903  -0.614
O  -6.638  2.178  -0.128  -0.391
H  -7.511  1.365  1.536  0.196
H  -7.479  3.140  1.512  0.359
H  -8.621  2.249  0.466  0.197
H  -6.752  2.959  -0.676  0.247
C  0.074  -0.137  -6.360  -0.681
O  0.983  0.668  -5.619  -0.392
H  0.393  -1.172  -6.257  0.278
H  -0.944  -0.043  -5.971  0.256
H  0.080  0.134  -7.418  0.307
H  0.701  1.582  -5.702  0.278
C  -10.788  2.768  -2.051  -0.524
O  -9.692  3.454  -1.451  -0.450
H  -10.691  1.716  -1.799  0.195
H  -11.742  3.138  -1.667  0.278
H  -10.771  2.873  -3.139  0.260
H  -9.772  4.385  -1.671  0.267
C  6.660  -3.653  7.514  -0.391
O  7.064  -2.786  8.570  -0.531
H  5.786  -4.205  7.853  0.306
H  6.400  -3.079  6.625  0.082
H  7.454  -4.361  7.267  0.248
H  7.836  -2.304  8.262  0.296
C  -3.387  -5.153  1.184  -0.551
O  -4.231  -4.432  2.090  -0.477
H  -3.915  -5.228  0.238  0.216
H  -2.450  -4.618  1.024  0.248
H  -3.181  -6.158  1.561  0.298
H  -3.765  -4.362  2.927  0.275
C  -0.493  4.469  -5.421  -0.374
O  -0.870  3.228  -6.009  -0.516
H  0.216  4.944  -6.094  0.331
H  -1.360  5.121  -5.297  0.277
H  -0.015  4.312  -4.452  0.019
H  -1.501  2.804  -5.418  0.292
C  5.464  -4.683  3.348  -0.528
O  5.551  -4.936  1.945  -0.492
H  4.601  -4.042  3.508  0.251
H  5.323  -5.612  3.907  0.338
H  6.356  -4.170  3.717  0.165
H  6.313  -5.501  1.796  0.280
C  -1.492  5.549  -1.545  -0.653
O  -2.039  4.308  -1.983  -0.380
H  -0.684  5.813  -2.223  0.218
H  -2.241  6.345  -1.563  0.332
H  -1.084  5.465  -0.533  0.272
H  -2.745  4.061  -1.379  0.216
C  -3.073  0.527  3.735  -0.602
O  -4.150  1.028  2.950  -0.423
H  -2.247  1.231  3.668  0.226
H  -3.362  0.423  4.785  0.321
H  -2.742  -0.444  3.355  0.217
H  -4.872  0.396  3.009  0.260

Results
HOMO in Eh: -0.30322
Orbital gap in eV: 7.8

---

Which of these has the highest orbital gap?
C5H12N

---

HOMO of number 2 (C27H67N5O15S)?
-0.30322 Eh